ORCA calculation (ωB97M-V with the def2-TZVPD basis set) on a cluster of 13 separate species, C49H94O29S3 in total at a distorted geometry.

Its net charge is 0. As for the HOMO energy: -9.6149 eV. The value obtained for the gap between HOMO and LUMO is 0.365 Eh. Its total energy is -144217.102 eV. For the LUMO energy, the calculation gives 0.327 eV.

Each line ends with the Mulliken charge.
Geometry (Å):
C1 0.29 2.29 5.01  0.041
C2 1.41 2.06 6.05  -0.279
C3 0.76 0.83 6.74  -0.568
O1 0.24 0.04 5.71  -0.507
C4 -0.08 0.86 4.59  0.388
H1 0.65 2.93 4.19  -0.231
H2 -0.61 2.83 5.40  0.312
H3 1.67 3.07 6.59  0.312
H4 2.31 1.59 5.63  0.061
H5 -0.10 1.19 7.39  0.283
H6 1.45 0.24 7.36  0.411
H7 -1.08 0.77 4.29  0.796
H8 0.44 0.55 3.73  -0.929
C5 -0.83 3.77 -3.03  -0.546
C6 -2.14 4.16 -2.35  -0.375
C7 -1.68 4.27 -0.92  1.000
O2 -0.34 4.76 -0.91  -0.659
C8 0.35 4.07 -1.99  0.439
H9 -0.60 4.24 -3.96  0.561
H10 -0.83 2.70 -3.28  -0.051
H11 -2.99 3.50 -2.53  0.103
H12 -2.41 5.14 -2.68  0.293
H13 -1.68 3.20 -0.48  -1.143
H14 -2.32 4.87 -0.24  0.645
H15 0.79 3.12 -1.57  -0.860
H16 1.16 4.57 -2.49  0.693
C9 -3.22 2.07 1.37  0.419
C10 -1.88 2.44 1.94  3.095
C11 -2.24 3.63 2.88  -0.733
O3 -3.28 4.34 2.17  -0.524
C12 -4.16 3.32 1.71  -0.854
H17 -3.58 1.22 1.95  0.303
H18 -3.30 1.86 0.29  -0.555
H19 -1.17 2.75 1.18  -1.025
H20 -1.54 1.60 2.56  -1.428
H21 -1.36 4.30 3.14  0.221
H22 -2.62 3.33 3.84  0.273
H23 -4.67 3.65 0.81  0.208
H24 -4.86 3.07 2.46  0.469
C13 -1.47 -1.85 -4.49  0.282
C14 -2.83 -2.04 -3.85  0.251
C15 -3.51 -2.87 -4.94  -0.700
O4 -3.10 -2.24 -6.17  -0.493
C16 -1.85 -1.56 -6.00  -0.584
H25 -0.99 -2.86 -4.51  -0.033
H26 -0.78 -1.22 -3.88  -0.223
H27 -3.36 -1.07 -3.77  -0.364
H28 -2.82 -2.62 -2.93  0.445
H29 -4.58 -2.84 -5.00  0.393
H30 -3.11 -3.96 -5.00  0.226
H31 -2.11 -0.56 -6.18  0.355
H32 -1.06 -1.88 -6.73  0.347
C17 -4.66 -3.50 1.26  -0.399
C18 -5.40 -2.49 0.31  -0.276
C19 -5.08 -1.10 0.89  0.527
O5 -4.09 -1.33 1.84  -0.218
C20 -4.27 -2.58 2.44  -0.265
H33 -3.79 -3.92 0.79  -0.065
H34 -5.35 -4.28 1.47  0.451
H35 -6.47 -2.67 0.39  0.371
H36 -5.10 -2.53 -0.74  -0.118
H37 -5.99 -0.67 1.31  0.269
H38 -4.62 -0.45 0.17  -0.478
H39 -5.06 -2.57 3.25  0.301
H40 -3.36 -2.94 2.85  0.001
O6 -7.10 1.54 -0.16  -0.640
S1 -6.65 1.72 -1.49  1.156
O7 -5.36 2.27 -1.78  -0.382
O8 -6.89 0.28 -2.09  -0.395
C21 -5.80 -0.39 -2.91  0.338
C22 -6.06 0.00 -4.33  -1.194
C23 -7.88 2.67 -2.42  -1.091
H41 -5.77 -1.42 -2.61  0.390
H42 -4.91 0.06 -2.48  -0.081
H43 -5.82 1.02 -4.41  0.339
H44 -7.09 -0.14 -4.69  0.322
H45 -5.40 -0.59 -4.99  0.315
H46 -7.77 3.76 -2.22  0.334
H47 -8.87 2.34 -2.12  0.387
H48 -7.79 2.48 -3.51  0.296
O9 0.81 0.82 -3.76  -0.399
S2 2.23 0.60 -3.84  1.283
O10 3.10 1.56 -4.51  -0.711
O11 2.69 0.58 -2.35  -0.457
C24 4.10 0.92 -2.01  -0.013
C25 4.29 2.35 -1.41  -0.717
C26 2.43 -1.01 -4.49  -0.768
H49 4.69 0.86 -2.90  0.862
H50 4.53 0.15 -1.33  -0.455
H51 3.76 3.01 -2.02  0.506
H52 5.37 2.61 -1.25  0.442
H53 3.85 2.38 -0.38  -0.466
H54 1.88 -1.01 -5.46  0.418
H55 2.05 -1.74 -3.76  -0.078
H56 3.49 -1.14 -4.77  0.441
O12 7.30 1.49 1.96  -0.723
S3 5.99 0.95 1.86  1.200
O13 5.63 0.26 0.64  -0.582
O14 5.70 0.04 3.10  -0.485
C27 4.52 -0.88 2.95  1.061
C28 3.40 -0.38 3.86  -0.446
C29 4.84 2.26 2.13  -0.496
H57 4.86 -1.91 3.18  0.265
H58 4.21 -0.88 1.94  -0.848
H59 3.64 -0.43 4.95  0.514
H60 2.55 -1.08 3.81  -0.083
H61 3.09 0.61 3.62  -0.191
H62 5.04 2.99 1.34  0.432
H63 5.11 2.69 3.08  0.512
H64 3.84 1.88 2.02  -0.445
C30 0.07 -3.56 4.23  -1.931
C31 0.21 -3.25 2.74  1.515
C32 1.28 -4.05 1.97  1.932
O15 0.46 -4.94 1.25  -0.396
C33 -0.84 -4.60 1.25  0.495
O16 -1.67 -5.20 0.66  -0.614
O17 -1.04 -3.59 2.09  -0.095
H65 0.98 -3.36 4.81  0.335
H66 -0.12 -4.62 4.36  0.458
H67 -0.68 -2.90 4.58  0.498
H68 0.32 -2.18 2.54  -0.577
H69 1.95 -4.56 2.59  0.560
H70 1.88 -3.56 1.23  -2.035
C34 1.41 -7.09 -1.71  -1.480
C35 0.70 -5.79 -2.16  0.686
C36 1.39 -4.55 -1.55  1.537
O18 2.28 -4.22 -2.62  -0.242
C37 1.87 -4.76 -3.78  0.447
O19 2.32 -4.49 -4.81  -0.537
O20 0.79 -5.55 -3.58  -0.417
H71 2.43 -6.96 -2.03  0.397
H72 0.95 -7.96 -2.12  0.412
H73 1.37 -7.17 -0.61  0.254
H74 -0.38 -5.84 -1.99  0.446
H75 2.02 -4.70 -0.70  -0.595
H76 0.71 -3.73 -1.35  -1.076
C38 1.44 8.17 2.22  -1.480
C39 0.92 7.09 1.14  0.107
C40 1.75 6.70 -0.07  -0.136
O21 2.22 5.38 0.23  -0.339
C41 1.52 4.94 1.29  0.175
O22 1.55 3.78 1.61  0.029
O23 0.72 5.88 1.86  -0.300
H77 2.45 7.99 2.55  0.345
H78 0.77 8.04 3.07  0.353
H79 1.30 9.14 1.75  0.410
H80 -0.07 7.44 0.84  0.351
H81 2.56 7.37 -0.32  0.522
H82 1.13 6.57 -0.98  0.053
C42 7.29 -2.94 -0.35  -1.580
C43 5.83 -3.23 0.03  1.717
C44 4.88 -4.08 -0.64  0.083
O24 4.09 -4.65 0.38  -0.192
C45 4.62 -4.38 1.62  0.594
O25 4.15 -4.64 2.69  -0.603
O26 5.79 -3.82 1.42  -0.456
H83 7.25 -2.25 -1.15  0.369
H84 7.87 -3.82 -0.66  0.392
H85 7.83 -2.41 0.49  0.331
H86 5.38 -2.25 0.23  -0.816
H87 5.41 -4.96 -1.10  0.398
H88 4.29 -3.60 -1.46  -0.204
C46 -1.24 -0.57 -0.35  -0.811
C47 0.19 -0.18 -0.66  0.790
C48 0.95 0.85 0.42  2.032
O27 2.03 0.07 0.82  0.744
C49 2.12 -1.10 0.15  -0.903
O28 3.05 -1.88 0.15  0.381
O29 1.06 -1.32 -0.55  0.383
H89 -1.90 0.31 -0.56  0.030
H90 -1.39 -0.85 0.71  0.233
H91 -1.45 -1.37 -1.06  0.072
H92 0.27 0.27 -1.65  -0.875
H93 0.36 1.00 1.36  -1.299
H94 1.35 1.71 -0.10  -0.613

ORCA calculation (ωB97M-V with the def2-TZVPD basis set) on the molecule C6H9N at a distorted geometry.

Its net charge is 0. As for the HOMO energy: -7.7437 eV. The energy above the lowest of the compared OMol25 structures with the same formula, charge and spin comes out at 0.7423 eV. The value obtained for the gap between HOMO and LUMO is 0.323 Eh. Its SMILES is Cc1ccc(C)[nH]1. Its total energy is -7857.417 eV. For the LUMO energy, the calculation gives 1.043 eV.

Each line ends with the Mulliken charge.
Geometry (Å):
C1 -2.65 -0.24 0.03  -1.055
C2 -1.15 -0.04 0.35  0.149
C3 -0.64 1.23 0.29  -0.287
C4 0.76 1.19 0.05  -0.719
C5 1.14 -0.12 0.02  0.446
C6 2.55 -0.59 -0.25  -1.131
N1 0.00 -0.90 0.19  -0.106
H1 -3.25 -0.90 0.66  0.312
H2 -3.18 0.73 0.04  0.288
H3 -2.75 -0.57 -1.01  0.250
H4 -1.26 2.11 0.41  0.343
H5 1.41 2.01 -0.17  0.376
H6 2.71 -0.83 -1.31  0.254
H7 3.23 0.25 -0.02  0.281
H8 2.90 -1.44 0.34  0.353
H9 0.17 -1.89 0.38  0.247

ORCA calculation (ωB97M-V with the def2-TZVPD basis set) on the molecule C4H7NO at a distorted geometry.

Its net charge is 0. As for the HOMO energy: -9.5801 eV. The energy above the lowest of the compared OMol25 structures with the same formula, charge and spin comes out at 0.1318 eV. The value obtained for the gap between HOMO and LUMO is 0.386 Eh. Its SMILES is O=C1CCCN1. Its total energy is -7799.513 eV. For the LUMO energy, the calculation gives 0.912 eV.

Each line ends with the Mulliken charge.
Geometry (Å):
C1 0.91 -0.03 -0.04  0.249
C2 0.01 1.21 0.00  -0.364
C3 -1.43 0.74 -0.01  -0.345
C4 -1.33 -0.83 0.02  -0.517
H1 0.23 1.84 -0.84  0.249
H2 0.32 1.71 0.94  0.239
H3 -1.93 1.09 0.91  0.211
H4 -2.01 1.09 -0.88  0.291
H5 -1.85 -1.30 -0.82  0.256
H6 -1.79 -1.25 0.94  0.248
H7 0.50 -2.03 0.07  0.222
N1 0.09 -1.11 -0.04  -0.103
O1 2.12 0.01 0.02  -0.636

Number 1: M 1243.5 Da. Number 2: M 95.1 Da. Number 3: M 85.1 Da.